Entry 1:
{
  "formula": "C34H54FeNO5",
  "method": "ωB97M-V/def2-TZVPD",
  "charge": 2,
  "multiplicity": 6,
  "gap_ha": [0.227, 0.234],
  "symbols": ["Fe", "C", "C", "C", "C", "C", "C", "C", "N", "C", "C", "C", "C", "C", "C", "O", "C", "C", "C", "C", "C", "C", "C", "C", "C", "O", "C", "C", "C", "C", "C", "C", "H", "H", "H", "H", "H", "H", "H", "H", "H", "H", "H", "H", "H", "H", "H", "H", "H", "H", "H", "H", "H", "H", "H", "H", "H", "H", "H", "H", "H", "H", "H", "H", "H", "H", "H", "H", "H", "H", "H", "H", "C", "O", "C", "C", "O", "C", "C", "O", "C", "H", "H", "H", "H", "H", "H", "H", "H", "H", "H", "H", "H", "H", "H"],
  "xyz": [[1.00846, -1.29202, -1.57325], [-0.05439, 2.80666, 4.35753], [1.34863, 2.99499, 3.78412], [1.55626, 4.48782, 3.46760], [2.38036, 2.53602, 4.83118], [1.56294, 2.19904, 2.51389], [0.59822, 1.42669, 1.95801], [0.88673, 0.69506, 0.77152], [0.10405, -0.05004, 0.04814], [-1.25103, -0.22838, 0.18502], [-2.16039, 0.64206, 0.75337], [-3.50810, 0.29652, 0.80907], [-3.92410, -0.97003, 0.29713], [-3.09909, -1.86432, -0.31965], [-1.70928, -1.47047, -0.45597], [-0.87073, -2.13945, -1.11120], [-3.58550, -3.20494, -0.85776], [-2.79218, -4.34442, -0.19546], [-5.06860, -3.42036, -0.55016], [-3.40440, -3.25640, -2.38489], [-4.55007, 1.21373, 1.41778], [-3.95538, 2.53530, 1.90347], [-5.19157, 0.49061, 2.61710], [-5.62694, 1.51475, 0.36008], [2.30271, 0.66806, 0.24962], [2.55049, -0.12938, -0.65993], [3.29067, 1.57810, 0.81264], [2.88070, 2.29212, 1.88111], [4.68718, 1.67188, 0.20972], [5.51204, 2.75234, 0.91105], [5.41678, 0.32781, 0.37405], [4.58328, 2.03785, -1.28064], [-0.15094, 3.39756, 5.26745], [-0.25037, 1.76545, 4.62193], [-0.82351, 3.15113, 3.66210], [1.40516, 5.06721, 4.37857], [0.83877, 4.83474, 2.72216], [2.56152, 4.70635, 3.10685], [2.23129, 3.10345, 5.74987], [3.40796, 2.70411, 4.50759], [2.26002, 1.47659, 5.06295], [-0.36679, 1.33089, 2.42662], [-1.84174, 1.60674, 1.11320], [-4.96866, -1.22216, 0.39886], [-2.92214, -4.32777, 0.88828], [-1.72950, -4.28722, -0.42414], [-3.16785, -5.30074, -0.56049], [-5.26808, -3.40617, 0.52304], [-5.36746, -4.39849, -0.92536], [-5.70257, -2.67767, -1.03847], [-2.35378, -3.21322, -2.66656], [-3.94592, -2.44017, -2.86868], [-3.81355, -4.19385, -2.76312], [-3.22231, 2.38122, 2.69912], [-4.75156, 3.15575, 2.31295], [-3.48991, 3.09794, 1.09131], [-4.44681, 0.25558, 3.37938], [-5.68756, -0.43468, 2.32412], [-5.94349, 1.14046, 3.06535], [-5.19695, 2.01984, -0.50655], [-6.38209, 2.17033, 0.79403], [-6.13322, 0.61250, 0.01702], [3.58171, 2.97223, 2.34151], [5.67221, 2.52276, 1.96632], [5.04905, 3.73798, 0.82838], [6.49249, 2.81072, 0.43993], [5.49229, 0.05251, 1.42748], [6.42979, 0.42147, -0.01877], [4.91731, -0.47517, -0.16469], [4.05366, 2.98351, -1.41452], [4.07885, 1.25934, -1.85272], [5.58618, 2.15807, -1.69113], [-0.98619, -0.55243, -3.96238], [0.13597, -0.14015, -3.16124], [1.17747, 0.50021, -3.91694], [2.16427, -0.54211, -4.38057], [2.58693, -1.21017, -3.18744], [3.25501, -2.46527, -3.37721], [2.21152, -3.55087, -3.27653], [1.46726, -3.31901, -2.06758], [1.64948, -4.30214, -1.03295], [-1.44912, 0.32562, -4.41140], [-0.67298, -1.24534, -4.74542], [-1.68860, -1.04844, -3.30078], [0.75242, 1.05483, -4.75379], [1.66686, 1.19802, -3.23692], [1.70553, -1.25245, -5.07483], [3.02028, -0.07246, -4.86979], [3.78022, -2.48652, -4.33287], [3.98540, -2.54818, -2.57225], [1.49941, -3.49012, -4.10174], [2.64934, -4.54852, -3.26797], [1.33137, -5.27819, -1.39629], [2.69306, -4.33803, -0.71774], [1.01575, -4.00459, -0.20084]],
  "forces_ev_per_a": [[0.0, 0.2, 0.1], [0.0, 0.0, 0.0], [0.0, 0.0, 0.0], [0.0, 0.0, 0.0], [0.0, 0.0, 0.0], [-0.1, 0.0, 0.0], [0.0, 0.0, 0.1], [0.0, -0.1, 0.0], [0.0, -0.1, -0.1], [0.0, -0.1, -0.1], [-0.1, 0.0, 0.0], [0.0, 0.1, 0.0], [0.0, -0.1, 0.0], [-0.1, 0.0, 0.0], [0.1, 0.1, 0.0], [0.0, 0.0, 0.0], [0.0, 0.0, 0.0], [0.0, 0.0, 0.0], [0.0, 0.0, 0.0], [0.0, 0.0, 0.0], [0.0, 0.0, 0.0], [0.0, 0.0, 0.0], [0.0, 0.0, 0.0], [0.0, 0.0, 0.0], [0.1, 0.0, -0.1], [0.0, -0.1, 0.0], [0.0, 0.1, 0.0], [0.1, 0.0, -0.1], [0.0, 0.0, 0.0], [0.0, 0.0, 0.0], [0.0, 0.0, 0.0], [0.0, 0.0, 0.0], [0.0, 0.0, 0.0], [0.0, 0.0, 0.0], [0.0, 0.0, 0.0], [0.0, 0.0, 0.0], [0.0, 0.0, 0.0], [0.0, 0.0, 0.0], [0.0, 0.0, 0.0], [0.0, 0.0, 0.0], [0.0, 0.0, 0.0], [0.0, 0.0, 0.0], [0.0, 0.0, 0.0], [0.0, 0.0, 0.0], [0.0, 0.0, 0.0], [0.0, 0.0, 0.0], [0.0, 0.0, 0.0], [0.0, 0.0, 0.0], [0.0, 0.0, 0.0], [0.0, 0.0, 0.0], [0.0, 0.0, 0.0], [0.0, 0.0, 0.0], [0.0, 0.0, 0.0], [0.0, 0.0, 0.0], [0.0, 0.0, 0.0], [0.0, 0.0, 0.0], [0.0, 0.0, 0.0], [0.0, 0.0, 0.0], [0.0, 0.0, 0.0], [0.0, 0.0, 0.0], [0.0, 0.0, 0.0], [0.0, 0.0, 0.0], [0.0, 0.0, 0.0], [0.0, 0.0, 0.0], [0.0, 0.0, 0.0], [0.0, 0.0, 0.0], [0.0, 0.0, 0.0], [0.0, 0.0, 0.0], [0.0, 0.0, 0.0], [0.0, 0.0, 0.0], [0.0, 0.0, 0.0], [0.0, 0.0, 0.0], [0.0, 0.0, 0.0], [0.0, -0.1, 0.0], [0.0, 0.0, 0.0], [0.0, 0.0, 0.0], [0.0, 0.0, 0.0], [0.0, 0.0, 0.0], [0.0, 0.0, 0.0], [0.1, 0.1, 0.1], [-0.1, 0.0, 0.0], [0.0, 0.0, 0.0], [0.0, 0.0, 0.0], [0.0, 0.0, 0.0], [0.0, 0.0, 0.0], [0.0, 0.0, 0.0], [0.0, 0.0, 0.0], [0.0, 0.0, 0.0], [0.0, 0.0, 0.0], [0.0, 0.0, 0.0], [0.0, 0.0, 0.0], [0.0, 0.0, 0.0], [0.0, 0.0, 0.0], [0.0, 0.0, 0.0], [0.0, 0.0, 0.0]]
}


Entry 2:
{
  "formula": "C4H6N2O",
  "method": "ωB97M-V/def2-TZVPD",
  "charge": 0,
  "gap_ha": [0.270, 0.275],
  "symbols": ["C", "O", "C", "C", "N", "C", "N", "H", "H", "H", "H", "H", "H"],
  "xyz": [[0.69461, -1.53631, -1.44624], [0.80698, -0.97202, -0.14841], [0.42704, 0.33814, -0.10881], [-1.28533, 0.71532, 0.09400], [-1.74042, 0.50157, 1.26502], [-0.52958, 1.30229, 1.55836], [0.68663, 0.89501, 1.13320], [-0.35531, -1.76004, -1.67158], [1.26757, -2.46645, -1.44927], [1.08356, -0.84747, -2.20264], [-1.87001, 0.85927, -0.82018], [-0.69000, 2.23302, 2.09321], [1.50427, 0.73767, 1.70334]],
  "forces_ev_per_a": [[0.0, -0.1, -0.2], [-0.1, 0.2, 0.1], [0.1, 0.0, 0.2], [-0.5, -0.3, -0.1], [0.3, 0.2, -0.5], [0.2, 0.3, 0.4], [0.0, -0.1, 0.0], [0.1, 0.0, 0.0], [-0.1, 0.2, 0.0], [0.0, -0.1, 0.1], [0.0, -0.1, 0.2], [0.1, -0.2, 0.0], [0.0, 0.0, -0.1]]
}